No. 1
Below is a gas-phase ion, C6H16N (charge +1) in a non-equilibrium geometry, with properties calculated with ωB97M-V/def2-TZVPD.

2S+1 = 1
Net charge = +1
Gap between HOMO and LUMO = 0.39351 Ha
LUMO energy = -3.54 eV

Each line ends with the Mulliken charge.
Geometry (Å):
C (2.336, -1.242, 0.826)  -1.155
C (1.599, -0.926, -0.532)  -0.335
C (1.233, 0.592, -0.505)  -0.891
C (0.065, 0.945, 0.322)  -1.056
C (-1.116, 0.047, 0.082)  0.437
C (-1.555, -0.129, -1.332)  -1.210
N (-2.266, 0.672, 0.974)  -0.301
H (1.549, -1.240, 1.663)  0.219
H (2.976, -0.375, 1.125)  0.305
H (2.825, -2.179, 0.724)  0.407
H (0.887, -1.759, -0.618)  0.272
H (2.495, -1.087, -1.337)  0.333
H (2.120, 1.221, -0.201)  0.447
H (1.059, 1.072, -1.536)  0.301
H (-0.237, 1.993, 0.092)  0.418
H (0.380, 1.097, 1.291)  0.545
H (-1.057, -1.017, 0.617)  0.176
H (-2.645, -0.531, -1.411)  0.400
H (-1.437, 0.884, -1.961)  0.278
H (-0.884, -0.856, -1.848)  0.322
H (-3.011, 0.006, 0.808)  0.392
H (-1.978, 0.762, 1.967)  0.355
H (-2.552, 1.580, 0.655)  0.339



No. 2
Below is a molecular structure, C34H39CdN5O3P2S in a non-equilibrium geometry, with properties calculated with ωB97M-V/def2-TZVPD.

2S+1 = 1
Gap between HOMO and LUMO (alpha / beta) = 0.10665 / 0.10669 Ha
LUMO energy (alpha / beta) = -1.49 / -1.49 eV

Each line ends with the Mulliken charge.
Geometry (Å):
Cd (-1.019, 2.363, -2.559)  0.197
C (-1.601, 2.540, -4.703)  -0.273
C (-1.684, 1.186, -4.388)  -0.348
C (-0.621, 0.161, -4.703)  -0.838
C (0.813, 0.707, -4.485)  -1.392
C (0.929, 1.585, -3.262)  0.329
C (0.960, 2.984, -3.339)  -0.287
C (0.734, 3.716, -4.646)  -1.194
C (-0.467, 3.186, -5.491)  -1.213
C (1.218, 2.636, 1.798)  -1.085
H (-2.543, 3.113, -4.724)  0.627
H (-2.678, 0.765, -4.175)  0.561
H (-0.723, -0.203, -5.741)  0.429
H (-0.798, -0.725, -4.064)  0.317
H (1.501, -0.154, -4.392)  0.366
H (1.125, 1.258, -5.384)  0.421
H (1.365, 1.073, -2.391)  0.228
H (1.561, 3.520, -2.593)  0.701
H (1.653, 3.716, -5.257)  0.316
H (0.542, 4.778, -4.423)  0.540
H (-0.912, 4.072, -5.975)  0.336
H (-0.095, 2.531, -6.296)  0.313
H (0.294, 3.217, 1.892)  0.111
H (2.151, 3.203, 1.684)  0.560
H (1.279, 1.684, 2.341)  -0.001
P (1.903, -0.356, 0.490)  -0.226
P (-1.472, -1.250, 0.870)  -0.680
N (3.134, 0.384, -0.550)  1.166
N (2.987, -1.667, 1.009)  0.882
N (-2.029, 0.100, 0.020)  1.001
N (-2.799, -2.243, 1.163)  0.786
C (0.895, -1.291, -0.743)  -0.722
C (-0.270, -2.117, -0.141)  -1.027
C (3.367, 1.768, -0.613)  -0.488
C (4.425, 2.008, -1.470)  -0.496
C (4.847, 0.743, -1.997)  -0.780
C (4.030, -0.232, -1.438)  -0.403
C (3.975, -1.468, 1.984)  -0.745
C (4.699, -2.644, 2.137)  -0.702
C (4.161, -3.600, 1.220)  -0.793
C (3.122, -2.974, 0.541)  -0.492
C (-1.466, 1.368, 0.067)  0.213
C (-2.244, 2.232, -0.719)  -1.675
C (-3.258, 1.395, -1.352)  -0.963
C (-3.081, 0.110, -0.906)  -0.464
C (-3.638, -2.792, 0.171)  -0.370
C (-4.744, -3.352, 0.782)  -0.987
C (-4.562, -3.232, 2.200)  -0.711
C (-3.365, -2.579, 2.412)  -0.340
H (1.552, -1.956, -1.322)  1.107
H (0.477, -0.557, -1.450)  -0.646
H (-0.874, -2.527, -0.973)  0.692
H (0.106, -2.962, 0.464)  0.293
H (2.771, 2.423, -0.002)  0.045
H (4.854, 2.976, -1.691)  0.478
H (5.654, 0.571, -2.694)  0.433
H (4.023, -1.302, -1.571)  0.424
H (4.047, -0.513, 2.480)  0.474
H (5.523, -2.801, 2.817)  0.450
H (4.488, -4.615, 1.058)  0.471
H (2.452, -3.354, -0.212)  0.389
H (-0.614, 1.581, 0.698)  0.300
H (-2.295, 3.316, -0.594)  0.799
H (-4.004, 1.730, -2.056)  0.623
H (-3.641, -0.785, -1.099)  0.565
H (-3.357, -2.748, -0.874)  0.565
H (-5.595, -3.792, 0.279)  0.450
H (-5.240, -3.584, 2.965)  0.455
H (-2.826, -2.364, 3.326)  0.470
O (0.571, -2.168, 2.803)  -0.675
C (-0.266, -1.347, 3.210)  0.699
N (-1.094, -0.634, 2.347)  0.559
S (-2.280, 0.584, 3.304)  1.024
O (-1.886, 1.953, 3.049)  -0.459
O (-3.620, 0.126, 3.004)  -0.495
C (-1.618, -0.124, 4.785)  0.624
C (-2.173, 0.088, 6.046)  -0.825
C (-1.586, -0.563, 7.143)  -0.587
C (-0.478, -1.410, 6.969)  -0.539
C (0.044, -1.638, 5.703)  -0.632
C (-0.547, -0.997, 4.605)  -0.090
H (-3.038, 0.751, 6.144)  0.463
H (-2.000, -0.401, 8.136)  0.411
H (-0.029, -1.897, 7.831)  0.412
H (0.894, -2.285, 5.515)  0.560



E_tot, respectively: -7963.8948 -83449.8175 eV.
Relative energy (zero: lowest compared OMol25 entry of this formula, charge and spin), respectively: 35.5 178.8 kcal/mol.